The ion C36H51N2O4 with charge +1 at a distorted geometry, computed with wB97M-V/def2-TZVPD.

## Properties
Net charge: +1
F_max (eV/A): 1.90
LUMO (eV): -4.07
Frontier orbital gap (Ha): 0.2548

Last column: Löwdin charge in e.
Cartesian coordinates (Å):
C -0.91218 -2.03186 4.50220  0.032
C -0.46782 -3.04483 5.24773  -0.037
C -0.95858 -4.44681 4.91244  -0.480
O -1.10957 -5.27411 5.78498  0.116
O -1.23081 -4.63751 3.59890  -0.034
C -1.52915 -6.00705 3.28261  -0.156
C -3.05037 -6.35394 3.37031  -0.157
C -3.97131 -5.12209 3.33682  -0.193
C -4.15744 -4.52963 1.89882  -0.180
C -4.28002 -2.99629 2.01312  -0.179
C -4.49296 -2.25692 0.64139  -0.093
C -3.34845 -1.28002 0.43197  -0.158
N -3.33029 -0.22091 1.29943  0.151
C -2.40513 0.71951 1.31017  0.049
C -1.35492 0.70728 0.39157  -0.062
C -0.35525 1.73540 0.43728  -0.136
C -0.35799 2.84241 1.48972  -0.136
C -0.34444 4.28713 0.92370  -0.176
C 0.99676 4.72623 0.25533  -0.232
C 1.51047 6.10945 0.71211  -0.187
C 3.04092 6.20246 0.34065  -0.193
C 3.41034 5.54312 -1.00786  -0.219
C 4.67769 6.12057 -1.68302  -0.199
C 5.99863 5.42709 -1.23039  -0.193
C 6.42509 4.24472 -2.12243  -0.161
C 6.02936 2.84556 -1.58183  -0.239
O 6.01714 2.77180 -0.16286  -0.199
C 5.12350 1.78435 0.30362  -0.121
C 0.63467 1.65521 -0.50196  0.001
C 0.66098 0.63295 -1.47941  0.030
C -0.29205 -0.36875 -1.54398  -0.215
N -0.15637 -1.33265 -2.58570  0.112
C -1.33442 -0.36246 -0.57395  0.009
C -2.36642 -1.38574 -0.52266  -0.002
C -2.46841 -2.60578 -1.44290  -0.140
O -3.13539 -2.21886 -2.64320  -0.027
C -2.57915 -2.74576 -3.79609  -0.299
C -2.31274 -4.09691 -3.99209  -0.027
C -1.78423 -4.53279 -5.19911  -0.087
C -1.48396 -3.65496 -6.23777  -0.085
C -1.75064 -2.29991 -6.03502  -0.079
C -2.27181 -1.86546 -4.82507  -0.036
H -0.45794 -1.03885 4.48552  0.064
H -1.78858 -2.20755 3.87171  0.040
H 0.19709 -2.87447 6.09547  0.118
H -0.90809 -6.72570 3.83224  0.130
H -1.24813 -6.12827 2.22293  0.121
H -3.26372 -6.97046 4.25678  0.115
H -3.25582 -7.00703 2.50358  0.116
H -3.64228 -4.32915 4.02911  0.105
H -4.95724 -5.43795 3.71945  0.119
H -5.12265 -4.91638 1.53648  0.122
H -3.30544 -4.83263 1.27232  0.112
H -5.13630 -2.78343 2.67390  0.124
H -3.36172 -2.59516 2.47210  0.086
H -4.67454 -2.91870 -0.20692  0.115
H -5.40704 -1.64235 0.75083  0.129
H -4.07892 -0.16125 1.98403  0.185
H -2.52601 1.50074 2.05814  0.143
H 0.54281 2.73493 2.12277  0.135
H -1.20343 2.78142 2.18854  0.091
H -1.17686 4.45127 0.21784  0.119
H -0.54887 4.96964 1.76874  0.111
H 0.83398 4.70537 -0.83169  0.110
H 1.76159 3.99262 0.56332  0.095
H 1.48555 6.14974 1.81317  0.110
H 0.98706 6.95562 0.24448  0.116
H 3.54547 5.60795 1.12928  0.110
H 3.42718 7.22565 0.45218  0.111
H 3.56269 4.45178 -0.92231  0.100
H 2.58122 5.67172 -1.72928  0.107
H 4.58745 5.92118 -2.76851  0.101
H 4.75684 7.21803 -1.61163  0.109
H 6.78762 6.19419 -1.32543  0.108
H 5.92971 5.18277 -0.16140  0.107
H 7.51676 4.22502 -2.27542  0.109
H 6.00066 4.32633 -3.13797  0.110
H 6.77958 2.10783 -1.93733  0.124
H 5.06523 2.50926 -2.01297  0.107
H 4.15235 1.77988 -0.22715  0.066
H 5.58008 0.78045 0.20793  0.093
H 4.93068 1.97916 1.37016  0.091
H 1.46481 2.35977 -0.54897  0.102
H 1.47571 0.64086 -2.20789  0.127
H 0.58759 -1.01535 -3.20290  0.100
H 0.20808 -2.18718 -2.16492  0.108
H -1.46212 -3.00694 -1.62103  0.117
H -3.01798 -3.43164 -0.96724  0.116
H -2.52782 -4.82783 -3.20756  0.120
H -1.58534 -5.59487 -5.36441  0.110
H -1.05211 -4.07680 -7.14437  0.107
H -1.52395 -1.60634 -6.84817  0.109
H -2.44818 -0.79015 -4.73511  0.122

Cartesian forces (eV/Å) of the 2 atoms listed first:
C -0.05 -0.05 -0.01
C -0.50 0.05 -1.10

=====

A structure of composition C36H53MnN4O3SbSi3, computed with wB97M-V/def2-TZVPD.

## Properties
Net charge: +1
2S+1: 5
F_max (eV/A): 0.57
Expectation value of S²: 6.450
LUMO (alpha / beta) (eV): -4.02 / -2.50
Frontier orbital gap (alpha / beta) (Ha): 0.2395 / 0.2935

Last column: Löwdin charge in e.
Cartesian coordinates (Å):
Mn -1.00352 -0.23976 0.13595  0.870
C 0.00675 1.83809 -2.45916  -0.336
Sb 1.62570 1.53690 -1.07144  1.478
C 0.27056 1.30281 0.62805  -0.464
C 1.00330 0.83604 1.85910  -0.434
C 0.36463 0.61127 3.08401  -0.047
C 1.12432 0.28681 4.19292  -0.035
C 2.50435 0.21163 4.07048  -0.040
C 3.05421 0.43655 2.82055  -0.129
N 2.32865 0.71847 1.74056  0.068
Si -0.39844 3.06832 1.09897  0.450
C 1.09729 3.94879 1.79383  -0.165
C -1.02480 4.08859 -0.33575  -0.179
C -1.74110 3.06016 2.40207  -0.155
C 2.25887 -0.46350 -1.80160  -0.534
C 1.22047 -1.54210 -1.77286  -0.357
C 1.56397 -2.84611 -2.19011  -0.035
C 0.64169 -3.86191 -2.21785  -0.012
C -0.67358 -3.59898 -1.83757  -0.031
C -0.95071 -2.32369 -1.43172  -0.188
N -0.04781 -1.31934 -1.38605  0.010
Si 2.76442 -0.15686 -3.65888  0.448
C 3.28707 -1.68280 -4.61741  -0.168
C 1.34832 0.47231 -4.71214  -0.180
C 4.15342 1.09078 -3.70228  -0.179
Si 3.82682 -1.01833 -0.78698  0.449
C 5.06332 -2.09611 -1.70355  -0.181
C 4.88213 0.44446 -0.30024  -0.195
C 3.23800 -2.10129 0.62520  -0.166
H 0.29704 2.59953 -3.18179  0.014
H -0.85792 2.19651 -1.91107  -0.032
H -0.27001 0.92652 -2.98097  -0.035
H -0.70725 0.69203 3.15626  0.092
H 0.64164 0.10916 5.14624  0.119
H 3.13918 -0.01749 4.91510  0.109
H 4.12756 0.37834 2.67082  0.113
H 1.91859 4.00199 1.07575  0.026
H 1.47330 3.47369 2.70233  0.038
H 0.80771 4.97284 2.04806  0.045
H -0.25728 4.27265 -1.09110  0.032
H -1.30503 5.05903 0.08661  0.047
H -1.90861 3.68680 -0.83352  0.016
H -1.34274 2.89051 3.40302  0.039
H -2.51169 2.31287 2.21086  0.008
H -2.21048 4.04817 2.40249  0.044
H 2.58356 -3.03968 -2.48159  0.086
H 0.93800 -4.85456 -2.53305  0.124
H -1.44372 -4.35641 -1.84416  0.119
H -1.96277 -2.07293 -1.11425  0.112
H 2.42477 -2.30093 -4.87686  0.040
H 4.05278 -2.31469 -4.17645  0.016
H 3.68611 -1.29700 -5.56186  0.048
H 0.41437 -0.07257 -4.55720  0.024
H 1.64886 0.31071 -5.75151  0.046
H 1.14417 1.53561 -4.58664  0.018
H 5.10876 0.65208 -3.40707  0.027
H 3.97722 1.96475 -3.07091  0.017
H 4.26210 1.44622 -4.73112  0.046
H 5.56520 -1.58989 -2.52931  0.031
H 4.68319 -3.05550 -2.05733  0.027
H 5.83417 -2.32163 -0.95777  0.047
H 5.30809 0.91378 -1.18919  0.023
H 5.72312 0.05990 0.28610  0.046
H 4.37289 1.21072 0.27719  -0.005
H 3.20702 -3.14304 0.29248  0.041
H 2.24862 -1.83737 0.99832  0.008
H 3.94057 -2.04998 1.46132  0.041
C -6.26999 0.37885 4.41875  -0.056
O -5.49502 -0.71129 4.90480  -0.052
C -4.36962 -1.02984 4.25209  -0.269
C -3.66324 -2.13111 4.77724  0.009
C -2.50117 -2.51149 4.17647  -0.013
C -1.98897 -1.85438 3.03162  -0.108
C -0.78377 -2.34227 2.40992  -0.345
C 0.07274 -3.36462 3.10517  0.011
O -0.40346 -1.96611 1.28329  -0.042
C -2.70788 -0.74528 2.51855  -0.302
O -2.29129 -0.00877 1.50964  -0.217
C -3.89846 -0.34617 3.14590  0.062
H -7.13812 0.43661 5.06663  0.097
H -6.58941 0.20035 3.39049  0.098
H -5.70565 1.31168 4.47748  0.098
H -4.06091 -2.64497 5.64084  0.125
H -1.96411 -3.35855 4.58154  0.114
H -0.43112 -4.33335 3.12266  0.100
H 0.27021 -3.07704 4.13769  0.094
H 1.00807 -3.46377 2.56119  0.081
H -4.41409 0.51275 2.74202  0.110
N -2.34424 -0.36642 -3.58365  0.150
C -3.05122 0.50073 -2.79026  -0.374
C -3.93413 1.40046 -3.41013  -0.012
C -4.63329 2.29371 -2.64177  -0.051
C -4.45520 2.28214 -1.25937  -0.067
C -3.56892 1.37642 -0.73328  -0.143
N -2.84943 0.49307 -1.46232  0.089
H -2.68624 -0.50404 -4.51865  0.109
H -1.93437 -1.17513 -3.15944  0.057
H -4.04863 1.37572 -4.48609  0.116
H -5.31753 2.99135 -3.10742  0.117
H -4.98961 2.95992 -0.60921  0.110
H -3.40134 1.32887 0.33327  0.078

Cartesian forces (eV/Å) of the 2 atoms listed first:
Mn -0.03 0.36 -0.09
C -0.23 -0.01 0.11

=====

Q: What is the formula in the second record?
A: C36H53MnN4O3SbSi3

=====

Q: Which value of F_max does entry 1 give?
A: 1.90 eV/A